Model i:
DFT (ωB97M-V with the def2-TZVPD basis set) results for a cluster of 2 separate species, C4H9N2O in total.

Values from the calculation:
LUMO energy (alpha / beta) (eV): -6.63 / -6.63
2S+1: 1
Total charge: +1

CARTESIAN COORDINATES (ANGSTROEM)
C  2.5355  0.7858  -0.6564
C  1.9703  -0.3371  -0.2709
C  -1.8278  1.3547  0.0208
C  0.5297  -1.4603  1.0659
N  -2.7164  -0.7142  -0.4830
N  -1.7063  -0.0536  -0.2486
O  1.1754  -0.3926  0.7475
H  2.9172  0.8447  -1.6941
H  2.2279  1.6545  0.0142
H  2.3436  -1.3287  -0.7295
H  -1.8373  1.9873  -0.8311
H  -1.0532  1.6553  0.7953
H  -2.8637  1.4036  0.2859
H  0.5971  -2.4125  0.6664
H  0.0706  -1.3223  2.0453
H  -2.3625  -1.6645  -0.7277

Model ii:
DFT (ωB97M-V with the def2-TZVPD basis set) results for the ion C4H9N2O with charge +1.

Values from the calculation:
LUMO energy (eV): -3.53
2S+1: 1
Total charge: +1
SMILES: CC1=[NH+]CON1C

CARTESIAN COORDINATES (ANGSTROEM)
C  -1.7059  -0.7742  0.1652
C  -0.2833  -0.5732  0.0300
N  0.6868  -1.4744  0.0142
C  1.9776  -0.7399  -0.0173
O  1.5788  0.5877  -0.2576
N  0.2162  0.7152  -0.0444
C  -0.4133  2.0363  -0.1141
H  -2.0926  -0.4503  -0.7279
H  -2.1384  -0.2383  1.1214
H  -2.0151  -1.7968  0.3057
H  0.5329  -2.4295  -0.1319
H  2.6022  -0.9702  0.9141
H  2.6932  -0.9378  -0.8639
H  -0.1986  2.5544  -1.0907
H  -1.4569  1.6584  0.0384
H  0.0164  2.8326  0.6588

Winner for stability: model ii

Model i:
DFT (ωB97M-V with the def2-TZVPD basis set) results for the ion C5H12NO with charge -2.

Values from the calculation:
LUMO energy (alpha / beta) (eV): 7.07 / 6.94
2S+1: 2
Total charge: -2
⟨S²⟩: 0.7511

CARTESIAN COORDINATES (ANGSTROEM)
C  -0.5446  -1.6984  0.2539
N  -0.1769  -0.4391  0.9135
C  -1.3429  0.2617  1.4489
C  -0.1869  1.2505  -1.0372
C  0.6093  0.5279  0.0938
C  1.8638  -0.1222  -0.7021
O  1.5904  -0.8375  -1.8131
H  -1.5981  -1.6928  -0.0076
H  -0.3009  -2.5121  0.9537
H  0.0646  -1.8863  -0.6410
H  -2.0303  0.7504  0.7418
H  -1.9090  -0.4638  2.0388
H  -1.0002  1.1244  2.0409
H  0.4938  1.7140  -1.7680
H  -0.6850  0.5251  -1.6736
H  -0.8511  1.9968  -0.5925
H  1.0379  1.3519  0.6731
H  2.4658  0.8217  -0.9192
H  2.5003  -0.6723  -0.0040

Model ii:
DFT (ωB97M-V with the def2-TZVPD basis set) results for the ion C5H12NO with charge -2.

Values from the calculation:
LUMO energy (alpha / beta) (eV): 7.02 / 6.95
2S+1: 2
Total charge: -2
⟨S²⟩: 0.7510

CARTESIAN COORDINATES (ANGSTROEM)
C  -1.2401  1.6137  -2.0731
N  -1.3244  0.9801  -0.7766
C  -0.0816  0.3455  -0.3010
C  -0.2512  0.0164  1.2079
C  1.0839  -0.5370  1.9200
O  1.4859  -1.7690  1.6650
C  0.4646  -0.8508  -1.0958
H  -0.8085  0.9880  -2.8773
H  -0.6168  2.5121  -1.9947
H  -2.2310  1.9393  -2.4001
H  -2.0851  0.3351  -0.6252
H  0.6878  1.1278  -0.3781
H  -0.4650  0.9562  1.7183
H  -0.9778  -0.7975  1.2795
H  1.7965  0.3247  1.6030
H  0.9183  -0.2243  2.9817
H  -0.1019  -1.7422  -0.8124
H  1.5081  -0.9668  -0.8234
H  0.3452  -0.7194  -2.1784

Winner for stability: model ii

Model i:
DFT (ωB97M-V with the def2-TZVPD basis set) results for a cluster of 10 separate species, C25H73N17O13 in total.

Values from the calculation:
LUMO energy (eV): 0.15
2S+1: 1
SMILES: COCCNCCOC.COCCNCCOC.COCCNCCOC.NC(N)=O.NC(N)=O.NC(N)=O.NC(N)=O.NC(N)=O.NC(N)=O.NC(N)=O

CARTESIAN COORDINATES (ANGSTROEM)
C  2.0399  -0.6301  -8.5489
O  1.4077  -1.1035  -7.3846
C  0.3162  -0.3638  -6.7954
C  -0.3330  -1.2731  -5.7890
N  0.5430  -1.3946  -4.6150
C  -0.1472  -2.2935  -3.6572
C  0.7483  -2.5072  -2.4369
O  1.9355  -3.1727  -2.8181
C  2.9407  -3.2267  -1.8598
H  1.3862  -0.3820  -9.3850
H  2.6162  -1.4709  -8.9351
H  2.7634  0.1567  -8.3354
H  -0.3037  -0.1052  -7.6538
H  0.6031  0.6058  -6.3885
H  -0.5198  -2.2159  -6.3032
H  -1.2486  -0.7380  -5.5372
H  1.4132  -1.8436  -4.8627
H  -0.5417  -3.2093  -4.0975
H  -1.0149  -1.7380  -3.3013
H  0.1561  -2.9673  -1.6459
H  1.0503  -1.5486  -2.0153
H  2.9639  -2.2630  -1.3510
H  3.8947  -3.3891  -2.3614
H  2.7735  -3.9737  -1.0838
C  -6.1833  -0.8069  2.3709
O  -6.1080  0.5796  2.7850
C  -5.3973  0.8701  4.0470
C  -3.8522  0.8168  3.7314
N  -3.4427  2.2071  3.5727
C  -1.9475  2.4219  3.3971
C  -1.7531  3.7344  2.5476
O  -2.5042  3.5921  1.3196
C  -2.1518  2.5012  0.4035
H  -6.6606  -1.5329  3.0292
H  -5.1558  -1.1252  2.1945
H  -6.7754  -0.6964  1.4625
H  -5.7892  0.1236  4.7379
H  -5.7362  1.8423  4.4046
H  -3.6614  0.1424  2.8966
H  -3.4234  0.4659  4.6700
H  -3.9203  2.7856  2.8964
H  -1.4394  1.5468  2.9920
H  -1.4605  2.5265  4.3667
H  -0.7089  3.9261  2.3009
H  -2.0988  4.6260  3.0708
H  -2.9134  2.4287  -0.3729
H  -2.2768  1.5625  0.9432
H  -1.2022  2.4118  -0.1241
C  2.0284  4.7635  -2.5193
O  1.8488  3.8681  -1.4668
C  1.8902  4.5134  -0.2247
C  1.7525  3.5515  0.8596
N  2.8381  2.5195  0.8316
C  2.5561  1.5601  1.8970
C  3.4908  0.3424  1.9824
O  4.7189  0.5637  2.6238
C  4.6575  0.6935  3.9741
H  2.6427  5.6430  -2.3261
H  1.0896  5.0903  -2.9663
H  2.4926  4.2195  -3.3419
H  0.9884  5.1208  -0.1488
H  2.7468  5.1336  0.0395
H  0.7382  3.1541  0.8237
H  1.7321  4.1237  1.7871
H  2.6298  1.9819  0.0023
H  1.5574  1.1644  1.7125
H  2.4122  2.0403  2.8649
H  3.6094  -0.0002  0.9545
H  3.0333  -0.5332  2.4428
H  4.4074  -0.2743  4.4089
H  3.9031  1.4286  4.2545
H  5.6382  1.0623  4.2747
N  -1.7410  -1.2486  0.7999
C  -0.5262  -0.7510  0.8796
N  -0.1611  -0.1763  -0.2126
O  0.1257  -0.8147  1.8972
H  -2.0664  -1.6841  1.6511
H  -2.2424  -1.1764  -0.0738
H  -0.7538  -0.1824  -1.0304
H  0.7410  0.2775  -0.1942
N  1.1761  -1.9913  4.4679
C  1.3887  -0.9199  5.1484
N  0.9980  0.1879  4.5774
O  1.8990  -0.9724  6.2106
H  1.5639  -2.8565  4.8157
H  0.8662  -1.9921  3.5066
H  0.4831  0.2115  3.7088
H  1.0738  1.0948  5.0156
N  -0.6346  3.0435  -2.8447
C  -0.7396  1.9838  -3.5714
N  0.3154  1.2577  -3.4263
O  -1.6761  1.6939  -4.3063
H  0.0947  3.1079  -2.1489
H  -1.3714  3.7302  -2.9206
H  1.0547  1.5923  -2.8250
H  0.3634  0.2819  -3.6824
N  3.2519  -0.1455  -3.2963
C  3.2871  0.3579  -2.1122
N  4.5242  0.5819  -1.7887
O  2.3761  0.6634  -1.4314
H  4.0947  -0.5916  -3.6291
H  2.4041  -0.5640  -3.6515
H  5.1984  0.3237  -2.4951
H  4.8059  1.0159  -0.9213
N  -4.0064  0.7105  -2.7302
C  -3.6716  -0.0218  -1.7669
N  -4.6234  -0.0946  -0.8881
O  -2.6219  -0.5835  -1.6918
H  -4.8860  1.2054  -2.6916
H  -3.2024  1.0573  -3.2337
H  -4.4054  -0.6673  -0.0852
H  -5.5312  0.2553  -1.1596
N  2.4579  -5.3633  1.9347
C  2.3976  -4.0680  1.9559
N  1.1715  -3.5376  1.7918
O  3.3776  -3.3323  2.0887
H  1.6089  -5.7967  2.2686
H  3.3275  -5.8231  2.1637
H  0.4096  -4.1551  1.5503
H  1.1200  -2.5307  1.7326
N  -1.4432  -3.4747  4.9816
C  -2.2921  -3.3376  4.0877
N  -2.8042  -4.4166  3.5240
O  -2.5727  -2.2795  3.6058
H  -1.2575  -4.4222  5.2781
H  -0.8290  -2.7247  5.2654
H  -3.4054  -4.2381  2.7324
H  -2.7750  -5.3328  3.9481

Model ii:
DFT (ωB97M-V with the def2-TZVPD basis set) results for a cluster of 10 separate species, C25H73N17O13 in total.

Values from the calculation:
LUMO energy (eV): 0.35
2S+1: 1
SMILES: COCCNCCOC.COCCNCCOC.COCCNCCOC.NC(N)=O.NC(N)=O.NC(N)=O.NC(N)=O.NC(N)=O.NC(N)=O.NC(N)=O

CARTESIAN COORDINATES (ANGSTROEM)
C  0.0399  6.1052  -6.5522
O  0.4815  5.7480  -5.2415
C  -0.3320  6.1835  -4.1607
C  -0.1314  5.2294  -2.9922
N  -1.0567  4.1084  -3.1595
C  -0.7547  3.0338  -2.2355
C  -1.4220  1.7443  -2.6149
O  -0.8251  1.1693  -3.7736
C  -1.1351  -0.2069  -3.9475
H  -0.5223  5.2316  -6.8835
H  0.9503  6.2656  -7.1288
H  -0.5222  7.0369  -6.6415
H  -1.3696  6.2137  -4.5107
H  -0.0114  7.2019  -3.9064
H  -0.2802  5.7797  -2.0653
H  0.8900  4.8577  -3.1387
H  -0.9509  3.8030  -4.1210
H  -1.0266  3.3082  -1.2106
H  0.3353  2.8969  -2.1585
H  -2.4802  1.9361  -2.8174
H  -1.3147  1.0208  -1.7978
H  -2.2169  -0.3121  -4.0418
H  -0.7616  -0.7897  -3.1002
H  -0.6591  -0.5802  -4.8515
C  2.3437  -5.4404  2.8763
O  1.4935  -4.3446  2.6487
C  1.5390  -3.3030  3.5951
C  0.7300  -2.0808  3.1080
N  0.9894  -0.8923  3.8844
C  0.5160  -1.0293  5.2603
C  0.0867  0.3238  5.8441
O  1.1444  1.2738  5.8982
C  0.6830  2.4810  6.4891
H  2.3128  -5.7881  3.9185
H  3.3870  -5.1076  2.8117
H  2.0557  -6.2271  2.1866
H  2.5196  -2.9553  3.9462
H  1.1243  -3.6957  4.5349
H  -0.3286  -2.3796  3.0680
H  0.9610  -1.9680  2.0449
H  0.7571  -0.0133  3.4472
H  1.2552  -1.4433  5.9483
H  -0.3810  -1.6564  5.2924
H  -0.1269  0.2135  6.9211
H  -0.9082  0.6389  5.5114
H  1.4554  3.2280  6.3305
H  0.4617  2.3705  7.5561
H  -0.2562  2.7591  6.0020
C  1.7776  -2.0403  -1.1642
O  1.8201  -2.6494  -2.4163
C  2.4464  -1.8626  -3.4078
C  2.6145  -2.6907  -4.6901
N  3.5331  -3.7968  -4.4476
C  3.6411  -4.5930  -5.6996
C  4.7869  -4.0703  -6.5611
O  6.0045  -4.2219  -5.8498
C  7.1195  -3.9908  -6.6892
H  1.3518  -1.0332  -1.0590
H  2.7862  -1.9337  -0.7380
H  1.1712  -2.6647  -0.5113
H  3.4127  -1.4972  -3.0443
H  1.7958  -1.0012  -3.6031
H  2.8842  -2.0016  -5.4924
H  1.6369  -3.0477  -5.0445
H  3.1559  -4.4923  -3.8150
H  2.6763  -4.5703  -6.2179
H  3.8774  -5.6413  -5.5118
H  4.6468  -3.0452  -6.9198
H  4.8664  -4.6801  -7.4705
H  8.0310  -4.1545  -6.1143
H  7.1190  -2.9455  -7.0073
H  7.1431  -4.7202  -7.5036
N  -4.6901  3.0494  2.2114
C  -4.1789  2.7407  3.4505
N  -4.2062  1.3994  3.7221
O  -3.6231  3.5413  4.1949
H  -5.3965  2.4179  1.8882
H  -4.4661  3.9357  1.8006
H  -3.5277  0.9931  4.3534
H  -4.7501  0.7925  3.1391
N  2.2043  2.7503  -0.1537
C  1.8447  2.0007  0.9002
N  2.3923  0.7336  0.8807
O  1.1722  2.5000  1.8077
H  1.8175  3.6967  -0.1048
H  2.7100  2.3584  -0.9217
H  3.1058  0.3806  0.2775
H  2.2485  0.2235  1.7413
N  -1.1846  -5.5039  1.3886
C  -1.7712  -4.2926  1.3001
N  -1.0926  -3.5081  0.3914
O  -2.7447  -3.8781  1.9366
H  -1.5125  -6.1532  2.0823
H  -0.4227  -5.7362  0.7905
H  -1.3408  -2.5625  0.1263
H  -0.2323  -3.8747  0.0399
N  -1.6314  1.1322  1.7261
C  -1.7939  -0.1536  1.3107
N  -2.7529  -0.8167  1.9851
O  -1.1647  -0.6600  0.3647
H  -2.2044  1.4712  2.4760
H  -0.7501  1.6041  1.5833
H  -3.0803  -1.7337  1.7134
H  -2.8973  -0.4990  2.9379
N  -4.0191  -1.7921  6.4625
C  -3.2597  -1.7772  5.3397
N  -2.9331  -3.0393  4.8902
O  -2.8093  -0.7731  4.7804
H  -4.2495  -0.9885  7.0145
H  -4.5003  -2.6599  6.5884
H  -2.3268  -3.0933  4.0876
H  -3.4069  -3.8233  5.2859
N  -4.2992  0.5778  -1.0197
C  -4.4937  -0.6998  -1.4512
N  -3.3424  -1.3541  -1.7911
O  -5.6051  -1.2192  -1.4966
H  -5.1220  1.1026  -0.7965
H  -3.3729  0.8282  -0.7205
H  -2.4372  -0.9468  -1.6407
H  -3.4208  -2.3377  -1.9741
N  0.1222  5.1315  1.6282
C  0.8587  5.9465  0.8201
N  0.6591  7.2649  1.0863
O  1.6570  5.5690  -0.0473
H  -0.4377  5.4792  2.3827
H  0.3842  4.1448  1.6823
H  0.1675  7.5138  1.9217
H  1.0697  7.9926  0.5330

Winner for stability: model ii